C2H3ClF2 | wB97M-V/def2-TZVPD

Last column: natural (NBO) charge in e.
Cartesian coordinates (Å):
F -1.8229 -0.4001 0.1371  -0.408
C -1.0474 0.8790 -0.3129  0.005
C 0.1957 0.5147 0.3444  0.145
F 1.3504 1.2673 -0.0673  -0.366
Cl 0.7008 -1.1388 -0.0674  -0.001
H -1.1112 0.6033 -1.2393  0.200
H -1.6132 1.8238 0.0847  0.216
H 0.1746 0.7654 1.4835  0.208

## Properties
2S+1 = 1
Kohn-Sham gap = 12.015 eV
total charge = 0
max |F| = 6.83 eV Å⁻¹
energy = -737.86117 Ha
SMILES string = FC[C@H](F)Cl

=====

C2H3ClF2 | wB97M-V/def2-TZVPD

Last column: natural (NBO) charge in e.
Cartesian coordinates (Å):
F -1.0679 -1.0185 0.0672  -0.332
C -0.7398 0.1873 -0.2413  0.008
C 0.7427 0.0346 0.2030  0.143
F 1.5371 1.1319 -0.1118  -0.331
Cl 1.2555 -1.6078 -0.1349  -0.004
H -0.9523 0.2960 -1.3918  0.160
H -1.2640 1.1193 0.1755  0.185
H 0.4887 -0.1428 1.4340  0.172

## Properties
2S+1 = 1
Kohn-Sham gap = 11.634 eV
total charge = 0
max |F| = 5.85 eV Å⁻¹
energy = -737.84872 Ha
SMILES string = FC[C@H](F)Cl

=====

C2H3ClF2N2 | wB97M-V/def2-TZVPD

Last column: natural (NBO) charge in e.
Cartesian coordinates (Å):
N 0.2572 -0.8818 1.4564  -0.594
N 0.4163 -1.2266 0.2035  -0.176
C 0.0745 -0.5671 -0.7761  -0.099
C -0.3286 0.8805 -0.7544  0.630
F -0.3269 1.4413 -1.9903  -0.312
F 0.4761 1.5591 0.0938  -0.327
Cl -1.9970 1.0045 -0.1285  -0.055
H 1.0051 -1.3303 2.0134  0.375
H 0.2057 0.1289 1.6259  0.352
H 0.2175 -1.0087 -1.7437  0.205

## Properties
2S+1 = 1
Kohn-Sham gap = 10.637 eV
total charge = 0
max |F| = 2.99 eV Å⁻¹
energy = -847.40033 Ha
SMILES string = N/N=C\C(F)(F)Cl